[1]
Formula: F4H2N4P2S2
Source: OMol25
Level of theory: the ωB97M-V functional and the def2-TZVPD basis

Geometry as ORCA input:
```
! RIJCOSX wB97M-V def2-TZVPD def2/J DEFGRID3
* xyz 0 1
N -0.319 -0.991 -0.482
N 1.333 -0.210 1.686
N 2.158 0.340 -0.786
N -1.671 0.547 0.666
F -0.055 1.167 -1.774
F 0.992 -0.607 -2.791
F -0.881 -0.352 2.995
F -0.280 -2.077 1.847
P 0.662 -0.101 -1.338
P -0.184 -0.485 1.511
S 2.063 0.970 0.852
S -1.976 -0.659 -0.488
H 3.087 -0.181 -1.003
H -2.479 0.788 1.277
*
```

Output
* max |F|: 5.1 eV/A
* HOMO-LUMO gap: 8.47 eV
* HOMO energy: -8.53 eV
* relative energy (zero: lowest compared OMol25 entry of this formula, charge and spin): 33.93 kcal per mole
* E_tot: -57112.4944 eV



[2]
Formula: F4H4N2O14PS4Tl
Source: OMol25
Level of theory: the ωB97M-V functional and the def2-TZVPD basis

Geometry as ORCA input:
```
! RIJCOSX wB97M-V def2-TZVPD def2/J DEFGRID3
* xyz -2 1
Tl -0.519 0.182 -0.333
N -0.385 -1.537 -0.874
S 0.484 -2.354 -1.900
O -0.193 -3.429 -2.590
O 1.902 -2.378 -1.598
F 0.395 -1.158 -3.073
S -0.502 -2.883 0.170
O 0.728 -3.411 0.786
O -1.562 -3.837 -0.116
F -1.055 -1.987 1.372
N 0.538 1.457 0.389
S 1.125 1.656 2.007
O 1.751 2.883 2.441
O 1.617 0.434 2.621
F -0.356 1.780 2.778
S 1.776 2.103 -0.248
O 3.055 1.425 -0.098
O 1.750 3.537 -0.157
F 1.439 1.834 -1.798
P -2.900 1.193 -0.127
O -3.986 0.382 0.636
O -3.466 2.498 -0.679
O -2.397 0.256 -1.282
O -1.692 1.511 0.702
O 1.122 -0.079 -1.538
H 1.232 0.348 -2.388
H 1.983 -0.448 -1.341
O -0.571 0.007 1.694
H -0.158 -0.558 2.347
H -1.155 0.572 2.201
*
```

Output
* max |F|: 14.8 eV/A
* HOMO-LUMO gap: 4.41 eV
* HOMO energy: -0.37 eV
* relative energy (zero: lowest compared OMol25 entry of this formula, charge and spin): 327.89 kcal per mole
* E_tot: -99889.9065 eV



[3]
Formula: F4KN2NaO8S4
Source: OMol25
Level of theory: the ωB97M-V functional and the def2-TZVPD basis

Geometry as ORCA input:
```
! RIJCOSX wB97M-V def2-TZVPD def2/J DEFGRID3
* xyz 0 1
Na 12.947 -0.341 1.726
K 15.790 -0.390 0.809
N 14.477 1.702 2.036
S 14.635 3.045 1.212
O 15.552 3.932 1.836
O 13.590 3.442 0.328
F 15.592 2.297 0.085
S 13.566 2.404 3.295
O 12.244 2.788 2.883
O 14.266 3.230 4.224
F 13.453 1.035 4.117
N 13.919 -1.863 -0.031
S 13.818 -1.996 -1.589
O 12.679 -2.686 -2.123
O 15.100 -2.148 -2.221
F 13.437 -0.443 -1.793
S 13.953 -3.470 0.450
O 15.000 -4.246 -0.140
O 12.647 -4.044 0.572
F 14.447 -3.167 1.938
*
```

Output
* max |F|: 5.9 eV/A
* HOMO-LUMO gap: 9.95 eV
* HOMO energy: -11.36 eV
* relative energy (zero: lowest compared OMol25 entry of this formula, charge and spin): 7.03 kcal per mole
* E_tot: -94312.4506 eV



[4]
Formula: F4N2
Source: OMol25
Level of theory: the ωB97M-V functional and the def2-TZVPD basis

Geometry as ORCA input:
```
! RIJCOSX wB97M-V def2-TZVPD def2/J DEFGRID3
* xyz 0 1
N -0.614 0.862 0.983
N -0.263 0.084 0.058
F 1.070 -0.752 -2.262
F 0.392 1.279 1.702
F 0.645 -1.029 0.088
F -1.230 -0.443 -0.570
*
```

Output
* max |F|: 3.3 eV/A
* HOMO-LUMO gap (alpha / beta): 4.95 / 4.92 eV
* HOMO energy (alpha / beta): -9.51 / -9.52 eV
* relative energy (zero: lowest compared OMol25 entry of this formula, charge and spin): 91.16 kcal per mole
* E_tot: -13837.3335 eV



[5]
Formula: F6H20O10P
Source: OMol25
Level of theory: the ωB97M-V functional and the def2-TZVPD basis

Geometry as ORCA input:
```
! RIJCOSX wB97M-V def2-TZVPD def2/J DEFGRID3
* xyz -1 1
P -5.609 14.331 -25.788
F -4.303 13.587 -26.356
F -4.834 14.957 -24.491
F -5.311 15.610 -26.758
F -7.027 15.048 -25.295
F -6.335 13.679 -27.114
F -5.845 12.984 -24.820
O -0.224 15.563 -25.166
H -0.724 15.084 -25.827
H 0.651 15.175 -25.198
O -4.089 16.176 -30.860
H -4.568 16.988 -31.029
H -4.324 15.943 -29.961
O -2.513 9.561 -27.256
H -2.547 9.289 -28.173
H -2.660 10.507 -27.281
O -1.201 18.669 -22.406
H -1.676 18.361 -21.634
H -1.331 17.981 -23.058
O -2.499 10.491 -22.896
H -2.609 10.186 -23.796
H -2.942 11.339 -22.874
O -2.687 20.484 -26.577
H -2.937 20.443 -27.500
H -2.981 19.649 -26.211
O -7.163 19.201 -22.912
H -7.699 19.531 -23.633
H -6.701 18.448 -23.282
O -7.210 9.906 -30.611
H -7.142 10.857 -30.695
H -7.940 9.666 -31.183
O -8.911 17.944 -28.217
H -8.749 18.612 -27.552
H -8.566 17.136 -27.835
O -5.820 14.661 -19.493
H -5.844 14.657 -20.450
H -6.587 14.150 -19.232
*
```

Output
* max |F|: 1.7 eV/A
* HOMO-LUMO gap: 11.38 eV
* HOMO energy: -9.13 eV
* relative energy (zero: lowest compared OMol25 entry of this formula, charge and spin): 52.64 kcal per mole
* E_tot: -46401.8307 eV



[6]
Formula: F6H74O37P
Source: OMol25
Level of theory: the ωB97M-V functional and the def2-TZVPD basis

Geometry as ORCA input:
```
! RIJCOSX wB97M-V def2-TZVPD def2/J DEFGRID3
* xyz -1 1
P -0.132 0.472 0.069
F -1.039 -0.861 0.164
F 1.083 -0.391 -0.645
F -0.698 0.723 -1.352
F 0.820 1.804 -0.072
F -1.314 1.442 0.598
F 0.468 0.150 1.581
O 1.240 1.401 -3.852
H 1.665 0.588 -4.127
H 0.324 1.291 -4.111
O 3.993 -2.470 -0.296
H 4.792 -2.982 -0.428
H 3.875 -2.450 0.653
O 5.626 3.252 0.069
H 5.166 2.872 0.818
H 5.010 3.166 -0.659
O -2.720 5.013 -2.926
H -2.154 4.410 -3.408
H -2.947 4.540 -2.125
O 3.775 2.185 1.969
H 3.725 1.902 2.882
H 3.050 1.733 1.538
O 0.100 -3.060 2.819
H 0.394 -3.654 3.511
H -0.147 -2.259 3.280
O 0.756 6.065 -2.163
H 1.147 5.668 -1.385
H 0.393 5.327 -2.653
O -3.665 -0.262 1.107
H -2.793 -0.422 0.746
H -4.150 0.149 0.391
O 0.897 3.769 2.748
H 0.375 3.118 3.217
H 1.729 3.796 3.221
O -2.844 2.880 4.351
H -1.944 2.688 4.088
H -3.313 2.056 4.223
O -4.354 0.736 -1.284
H -4.431 1.588 -1.713
H -5.238 0.372 -1.314
O 1.567 -1.277 5.742
H 1.642 -2.231 5.773
H 0.711 -1.091 6.129
O -2.040 -3.960 1.137
H -1.334 -3.576 1.656
H -2.802 -3.413 1.327
O 2.255 0.559 3.833
H 2.042 0.080 4.634
H 2.253 -0.108 3.147
O 6.779 -0.218 0.159
H 6.592 -0.795 0.899
H 5.918 0.067 -0.147
O 1.715 -1.093 -4.457
H 1.064 -1.757 -4.231
H 2.521 -1.394 -4.038
O -0.895 -4.484 -1.831
H -1.850 -4.468 -1.773
H -0.597 -4.154 -0.983
O -1.557 1.428 -4.706
H -1.284 1.731 -5.572
H -2.513 1.424 -4.744
O 2.309 -4.719 -1.300
H 1.823 -3.910 -1.144
H 3.113 -4.436 -1.736
O 3.311 -2.660 2.490
H 3.453 -3.065 3.346
H 2.375 -2.775 2.324
O -0.543 -2.687 -3.919
H -0.358 -3.448 -3.368
H -1.086 -2.121 -3.371
O 1.593 4.526 0.196
H 1.595 4.553 1.152
H 1.038 3.777 -0.022
O -3.673 -4.179 -1.425
H -4.369 -3.789 -1.954
H -3.964 -4.060 -0.521
O 4.211 0.176 -0.735
H 3.451 0.468 -1.239
H 4.047 -0.752 -0.569
O 0.613 -3.152 0.099
H 0.516 -3.110 1.051
H 0.194 -2.353 -0.220
O -1.982 -1.333 -2.216
H -1.482 -0.551 -1.986
H -2.690 -1.364 -1.572
O -1.749 -0.855 3.578
H -2.266 -0.324 2.972
H -2.398 -1.349 4.078
O -4.304 3.497 1.619
H -4.625 4.300 2.029
H -4.896 2.814 1.933
O 4.823 -1.065 -3.884
H 4.653 -1.980 -4.106
H 5.326 -1.104 -3.071
O 1.621 -5.756 1.021
H 1.218 -5.237 1.717
H 1.628 -5.173 0.262
O 2.899 3.728 -2.452
H 2.600 2.819 -2.431
H 2.684 4.071 -1.585
O -4.401 -2.663 1.738
H -5.242 -2.586 2.189
H -4.163 -1.762 1.519
O -3.102 3.790 -0.777
H -2.395 3.217 -0.480
H -3.715 3.815 -0.042
O -3.205 -1.394 -5.340
H -2.373 -1.541 -5.790
H -2.965 -1.299 -4.418
O -0.361 1.680 4.135
H 0.516 1.315 4.252
H -0.843 1.000 3.663
O -0.369 3.545 -2.975
H 0.316 2.949 -2.672
H -1.083 2.970 -3.250
O -4.353 0.845 3.987
H -4.970 0.987 3.269
H -4.707 0.093 4.462
*
```

Output
* max |F|: 3.7 eV/A
* HOMO-LUMO gap: 7.18 eV
* HOMO energy: -6.88 eV
* relative energy (zero: lowest compared OMol25 entry of this formula, charge and spin): 98.74 kcal per mole
* E_tot: -102565.0252 eV



[7]
Formula: F6InN3O12S6
Source: OMol25
Level of theory: the ωB97M-V functional and the def2-TZVPD basis

Geometry as ORCA input:
```
! RIJCOSX wB97M-V def2-TZVPD def2/J DEFGRID3
* xyz 0 1
In -0.303 0.613 0.719
N -0.796 -0.974 1.549
S -1.305 -2.206 0.866
O -2.645 -2.710 1.122
O -0.248 -3.070 0.272
F -1.600 -1.297 -0.442
S -0.811 -1.695 3.087
O -0.408 -3.076 3.275
O -1.719 -1.144 4.028
F 0.554 -0.851 3.457
N -0.418 1.903 -0.611
S -1.568 3.009 -1.090
O -2.253 2.645 -2.313
O -1.486 4.417 -0.721
F -2.659 2.428 -0.006
S 0.692 2.737 -1.219
O 1.201 3.886 -0.422
O 0.905 2.712 -2.689
F 1.672 1.542 -0.851
N 0.699 -0.531 -0.208
S 1.250 -0.313 -1.843
O 1.029 -1.490 -2.701
O 2.335 0.635 -2.098
F -0.105 0.447 -2.244
S 1.823 -1.607 -0.010
O 3.110 -1.057 0.029
O 1.645 -3.010 -0.456
F 1.411 -1.944 1.522
*
```

Output
* max |F|: 13.8 eV/A
* HOMO-LUMO gap: 6.54 eV
* HOMO energy: -11.16 eV
* relative energy (zero: lowest compared OMol25 entry of this formula, charge and spin): 227.75 kcal per mole
* E_tot: -115508.8069 eV



[8]
Formula: F6PRb
Source: OMol25
Level of theory: the ωB97M-V functional and the def2-TZVPD basis

Geometry as ORCA input:
```
! RIJCOSX wB97M-V def2-TZVPD def2/J DEFGRID3
* xyz 0 1
Rb 17.746 -12.603 4.115
P 18.300 -16.314 6.083
F 17.129 -16.003 7.134
F 19.122 -17.153 7.192
F 17.517 -17.594 5.560
F 19.465 -16.574 4.991
F 17.525 -15.408 4.945
F 19.066 -14.903 6.534
*
```

Output
* max |F|: 1.1 eV/A
* HOMO-LUMO gap: 10.03 eV
* HOMO energy: -11.51 eV
* relative energy (zero: lowest compared OMol25 entry of this formula, charge and spin): 9.06 kcal per mole
* E_tot: -26255.7413 eV



[9]
Formula: F8KN4O16S8
Source: OMol25
Level of theory: the ωB97M-V functional and the def2-TZVPD basis

Geometry as ORCA input:
```
! RIJCOSX wB97M-V def2-TZVPD def2/J DEFGRID3
* xyz -3 1
K 0.047 0.231 -0.264
N -3.039 -0.762 -4.590
S -4.186 0.268 -4.492
O -4.170 1.379 -5.425
O -4.772 0.552 -3.199
F -5.279 -0.653 -5.198
S -1.855 0.265 -3.981
O -1.767 0.431 -2.554
O -1.445 1.385 -4.773
F -0.716 -0.788 -4.266
N 2.252 1.750 0.824
S 1.608 2.995 1.828
O 2.120 4.322 1.678
O 1.319 2.431 3.111
F 0.085 3.031 1.252
S 3.556 2.419 0.449
O 4.451 2.732 1.548
O 3.477 3.395 -0.610
F 4.280 1.192 -0.278
N -1.377 -1.085 4.513
S -1.896 0.183 3.494
O -1.573 0.121 2.083
O -1.868 1.474 4.104
F -3.438 -0.245 3.528
S 0.107 -0.703 4.634
O 0.434 0.464 5.412
O 0.884 -0.902 3.438
F 0.451 -2.033 5.516
N 1.611 -1.993 -0.090
S 0.510 -3.214 -0.259
O 1.084 -4.516 -0.171
O -0.605 -2.890 -1.133
F -0.082 -3.130 1.234
S 2.152 -2.139 -1.592
O 1.390 -1.329 -2.519
O 2.784 -3.357 -2.058
F 3.465 -1.279 -1.196
*
```

Output
* max |F|: 5.9 eV/A
* HOMO-LUMO gap: 8.80 eV
* HOMO energy: -2.81 eV
* relative energy (zero: lowest compared OMol25 entry of this formula, charge and spin): 46.20 kcal per mole
* E_tot: -163467.3886 eV



[10]
Formula: FH10O5V
Source: OMol25
Level of theory: the ωB97M-V functional and the def2-TZVPD basis

Geometry as ORCA input:
```
! RIJCOSX wB97M-V def2-TZVPD def2/J DEFGRID3
* xyz 1 4
V 10.323 19.095 11.169
F 11.079 17.396 10.193
O 9.882 14.893 9.482
H 10.260 15.767 9.702
H 10.065 14.660 8.573
O 9.081 17.481 12.108
H 9.285 16.637 11.732
H 8.131 17.544 12.284
O 8.611 18.934 9.627
H 8.789 18.407 8.871
H 7.805 19.417 9.401
O 13.265 16.015 10.020
H 13.486 15.298 10.579
H 12.404 16.437 10.210
O 11.101 17.423 7.595
H 11.003 17.418 8.554
H 10.224 17.057 7.311
*
```

Output
* max |F|: 3.7 eV/A
* HOMO-LUMO gap (alpha / beta): 6.99 / 6.97 eV
* HOMO energy (alpha / beta): -13.23 / -13.23 eV
* relative energy (zero: lowest compared OMol25 entry of this formula, charge and spin): 81.78 kcal per mole
* E_tot: -38797.5439 eV



[11]
Formula: FH11Si6
Source: OMol25
Level of theory: the ωB97M-V functional and the def2-TZVPD basis

Geometry as ORCA input:
```
! RIJCOSX wB97M-V def2-TZVPD def2/J DEFGRID3
* xyz 0 1
F 2.552 0.388 1.539
Si 2.279 0.594 -0.079
Si 0.300 2.446 -0.153
Si -1.852 1.495 -0.267
Si -1.970 -0.653 0.716
Si -0.186 -2.190 0.358
Si 1.687 -1.474 -0.854
H 3.790 0.712 -0.658
H 0.672 3.255 -1.185
H 0.640 3.255 0.894
H -2.560 1.603 -1.484
H -2.710 2.495 0.198
H -2.251 -0.725 2.134
H -3.181 -1.438 0.504
H 0.365 -2.817 1.739
H -0.847 -3.259 -0.401
H 2.437 -2.605 -0.906
H 0.834 -1.083 -2.097
*
```

Output
* max |F|: 4.4 eV/A
* HOMO-LUMO gap: 9.25 eV
* HOMO energy: -9.45 eV
* structure (SMILES): F[SiH]1[SiH2][SiH2][SiH2][SiH2][SiH2]1
* relative energy (zero: lowest compared OMol25 entry of this formula, charge and spin): 16.36 kcal per mole
* E_tot: -50158.8375 eV



[12]
Formula: FH18O9
Source: OMol25
Level of theory: the ωB97M-V functional and the def2-TZVPD basis

Geometry as ORCA input:
```
! RIJCOSX wB97M-V def2-TZVPD def2/J DEFGRID3
* xyz -1 1
F -0.072 -0.054 -0.012
O 1.051 0.690 2.090
H 0.697 0.497 1.246
H 0.617 1.435 2.432
O -2.541 0.432 0.393
H -1.635 0.283 0.239
H -2.707 1.228 -0.109
O -1.484 -2.281 0.554
H -0.940 -2.965 0.155
H -1.110 -1.441 0.370
O 1.983 -2.025 1.137
H 1.330 -1.334 1.306
H 2.481 -2.099 1.956
O -0.031 2.573 -0.419
H -0.066 1.619 -0.367
H -0.911 2.828 -0.642
O 0.213 2.394 -2.942
H 1.143 2.250 -3.151
H 0.080 2.132 -2.031
O -0.221 -1.521 3.050
H 0.286 -0.750 2.870
H -0.923 -1.637 2.436
O 2.222 -0.156 -0.963
H 2.361 -0.371 -1.895
H 1.315 -0.250 -0.739
O -0.896 -0.331 -2.683
H -0.519 -0.352 -1.820
H -1.721 -0.792 -2.462
*
```

Output
* max |F|: 3.1 eV/A
* HOMO-LUMO gap: 10.18 eV
* HOMO energy: -6.89 eV
* relative energy (zero: lowest compared OMol25 entry of this formula, charge and spin): 16.40 kcal per mole
* E_tot: -21440.0957 eV



[13]
Formula: FH2InNO4S
Source: OMol25
Level of theory: the ωB97M-V functional and the def2-TZVPD basis

Geometry as ORCA input:
```
! RIJCOSX wB97M-V def2-TZVPD def2/J DEFGRID3
* xyz -1 1
O 1.530 -1.398 1.101
N 1.823 -1.690 -0.072
O 1.999 -0.576 -0.806
In 0.677 0.949 -0.235
S -1.608 -0.044 -0.056
O -1.686 -0.741 1.359
O -2.770 0.973 -0.145
F -1.932 -1.312 -1.197
H 0.826 2.334 -1.367
H 1.142 1.503 1.417
*
```

Output
* max |F|: 7.7 eV/A
* HOMO-LUMO gap: 9.21 eV
* HOMO energy: -6.10 eV
* E_tot: -28436.7514 eV



[14]
Formula: FH2NO3S
Source: OMol25
Level of theory: the ωB97M-V functional and the def2-TZVPD basis

Geometry as ORCA input:
```
! RIJCOSX wB97M-V def2-TZVPD def2/J DEFGRID3
* xyz 0 1
N 0.019 0.449 0.005
O -3.991 0.932 -0.511
O -2.177 -0.791 -0.826
O -0.619 1.194 0.802
F -3.671 -0.745 1.212
S -2.892 0.127 0.045
H 0.446 -0.244 0.539
H -0.366 0.344 -0.911
*
```

Output
* max |F|: 2.6 eV/A
* HOMO-LUMO gap (alpha / beta): 9.85 / 6.83 eV
* HOMO energy (alpha / beta): -10.80 / -9.99 eV
* relative energy (zero: lowest compared OMol25 entry of this formula, charge and spin): 42.94 kcal per mole
* E_tot: -21213.3673 eV



[15]
Formula: FH2O2P
Source: OMol25
Level of theory: the ωB97M-V functional and the def2-TZVPD basis

Geometry as ORCA input:
```
! RIJCOSX wB97M-V def2-TZVPD def2/J DEFGRID3
* xyz 0 1
O 1.000 -1.110 1.198
O -0.704 -0.684 0.514
F 1.772 -0.446 0.275
P -0.971 0.326 -0.493
H -0.814 1.519 0.218
H -0.284 0.396 -1.712
*
```

Output
* max |F|: 3.7 eV/A
* HOMO-LUMO gap (alpha / beta): 9.30 / 8.79 eV
* HOMO energy (alpha / beta): -10.89 / -9.45 eV
* relative energy (zero: lowest compared OMol25 entry of this formula, charge and spin): 220.26 kcal per mole
* E_tot: -16126.2976 eV



[16]
Formula: FH2O2P
Source: OMol25
Level of theory: the ωB97M-V functional and the def2-TZVPD basis

Geometry as ORCA input:
```
! RIJCOSX wB97M-V def2-TZVPD def2/J DEFGRID3
* xyz 0 3
O 0.609 0.761 0.892
O 0.677 -0.884 -0.950
F -1.701 0.310 0.539
P 1.088 -0.567 0.525
H -0.900 0.831 0.783
H 0.227 -0.450 -1.788
*
```

Output
* max |F|: 4.6 eV/A
* HOMO-LUMO gap (alpha / beta): 7.83 / 8.24 eV
* HOMO energy (alpha / beta): -7.43 / -12.53 eV
* relative energy (zero: lowest compared OMol25 entry of this formula, charge and spin): 8.16 kcal per mole
* E_tot: -16130.4997 eV